Below is a molecular structure, C48H44CuNO3P2S in a non-equilibrium geometry, with properties calculated with the ωB97M-V functional and the def2-TZVPD basis.

## Properties
**LUMO (spin up / spin down)**: 2.536 / 2.535 eV
**Net charge**: -1
**Energy above the lowest of the compared OMol25 structures with the same formula, charge and spin**: 12.95 kcal/mol
**HOMO energy (spin up / spin down)**: -3.64 / -3.26 eV
**Spin multiplicity**: 2
**E**: -4857.32158 Eh

Geometry (Å):
Cu1 -0.96 -0.49 -0.95
O1 -1.18 3.90 -0.56
S1 -0.43 2.67 -0.30
C1 0.31 2.96 1.35
C2 0.79 4.20 1.75
C3 1.16 4.39 3.07
C4 1.01 3.37 3.99
C5 0.51 2.14 3.59
C6 0.20 1.91 2.25
P1 -0.46 0.32 1.61
C7 0.73 -0.88 2.34
C8 1.85 -0.60 3.11
C9 2.64 -1.62 3.59
C10 2.34 -2.94 3.31
C11 1.25 -3.23 2.51
C12 0.45 -2.21 2.02
C13 -1.79 0.21 2.88
C14 -1.88 -0.73 3.89
C15 -2.93 -0.67 4.80
C16 -3.89 0.32 4.70
C17 -3.82 1.24 3.66
C18 -2.78 1.18 2.75
C19 1.17 2.96 -1.11
C20 1.43 4.18 -1.70
C21 2.66 4.40 -2.31
C22 3.62 3.40 -2.31
C23 3.34 2.17 -1.74
C24 2.10 1.93 -1.15
P2 1.66 0.31 -0.41
C25 1.80 -0.81 -1.84
C26 1.63 -2.17 -1.60
C27 1.69 -3.08 -2.64
C28 1.90 -2.63 -3.94
C29 2.03 -1.28 -4.19
C30 1.98 -0.37 -3.15
C31 3.32 0.00 0.34
C32 3.76 0.95 1.26
C33 4.95 0.78 1.94
C34 5.73 -0.34 1.70
C35 5.30 -1.29 0.79
C36 4.10 -1.13 0.12
H1 0.85 5.01 1.04
H2 1.56 5.35 3.40
H3 1.26 3.53 5.03
H4 0.34 1.36 4.32
H5 2.12 0.42 3.33
H6 3.51 -1.38 4.19
H7 2.96 -3.74 3.70
H8 1.01 -4.26 2.27
H9 -0.37 -2.41 1.32
H10 -1.13 -1.50 3.98
H11 -2.99 -1.40 5.60
H12 -4.69 0.37 5.42
H13 -4.59 2.00 3.57
H14 -2.72 1.89 1.93
H15 0.66 4.94 -1.69
H16 2.88 5.35 -2.77
H17 4.58 3.57 -2.77
H18 4.08 1.38 -1.75
H19 1.44 -2.51 -0.59
H20 1.57 -4.13 -2.45
H21 1.96 -3.34 -4.75
H22 2.16 -0.93 -5.20
H23 2.09 0.69 -3.35
H24 3.15 1.83 1.44
H25 5.28 1.52 2.65
H26 6.68 -0.46 2.20
H27 5.90 -2.17 0.61
H28 3.78 -1.88 -0.59
C37 -1.15 0.76 -4.63
C38 -1.56 0.89 -3.17
O2 -0.62 0.89 -2.31
C39 -2.94 0.94 -2.83
C40 -3.95 0.94 -3.81
C41 -5.28 0.86 -3.48
C42 -5.65 0.78 -2.14
C43 -4.71 0.77 -1.15
C44 -3.32 0.85 -1.43
O3 -2.46 0.77 -0.49
H29 -0.06 0.78 -4.69
H30 -1.55 1.58 -5.22
H31 -1.51 -0.18 -5.03
H32 -3.67 1.01 -4.85
H33 -6.04 0.87 -4.26
H34 -6.70 0.70 -1.88
H35 -4.99 0.70 -0.11
C45 -3.28 -2.65 0.14
C46 -2.12 -3.06 -0.80
C47 -1.74 -4.53 -0.51
C48 -2.61 -2.94 -2.26
N1 -1.01 -2.23 -0.56
H36 -4.19 -3.19 -0.10
H37 -3.45 -1.58 0.05
H38 -3.00 -2.85 1.18
H39 -2.59 -5.19 -0.64
H40 -1.37 -4.61 0.51
H41 -0.95 -4.84 -1.19
H42 -3.36 -3.70 -2.49
H43 -1.76 -3.07 -2.94
H44 -3.03 -1.95 -2.43

Below is a molecular structure, C48H44F4N5O7Ta, with properties calculated with the ωB97M-V functional and the def2-TZVPD basis.

## Properties
**LUMO**: -0.063 eV
**Energy above the lowest of the compared OMol25 structures with the same formula, charge and spin**: 31.25 kcal/mol
**HOMO energy**: -7.78 eV
**Spin multiplicity**: 1
**E**: -3112.72826 Eh

Geometry (Å):
Ta1 0.90 0.06 1.91
C1 -2.11 -1.63 2.31
N1 -1.45 -0.41 2.81
C2 -1.57 -0.43 4.29
C3 -2.14 0.78 2.33
C4 -1.37 2.03 2.73
N2 0.08 1.78 2.79
C5 0.83 2.81 3.35
C6 2.15 2.58 3.80
F1 2.68 1.36 3.65
C7 2.93 3.55 4.39
F2 4.17 3.20 4.78
C8 2.48 4.83 4.58
C9 1.21 5.10 4.13
F3 0.71 6.34 4.25
C10 0.41 4.14 3.52
F4 -0.78 4.58 3.07
H1 -3.14 -1.68 2.69
H2 -1.56 -2.50 2.67
H3 -2.12 -1.64 1.23
H4 -2.63 -0.37 4.56
H5 -1.02 0.40 4.72
H6 -1.16 -1.36 4.68
H7 -3.16 0.83 2.74
H8 -2.25 0.71 1.25
H9 -1.71 2.38 3.71
H10 -1.61 2.81 2.01
H11 3.09 5.59 5.04
O1 2.07 -2.18 5.29
C11 1.58 -1.41 4.55
N3 1.06 -0.63 3.82
C12 -7.13 3.64 -1.17
C13 -5.68 4.00 -1.39
C14 -5.34 5.31 -1.69
C15 -4.01 5.67 -1.86
C16 -3.02 4.70 -1.79
C17 -3.36 3.37 -1.50
N4 -2.29 2.45 -1.43
C18 -2.24 1.22 -2.05
C19 -3.02 0.95 -3.19
C20 -2.95 -0.27 -3.82
C21 -2.11 -1.28 -3.35
C22 -1.35 -1.04 -2.22
C23 -1.40 0.19 -1.57
C24 -0.61 0.40 -0.35
O2 -0.21 1.50 0.05
O3 -0.37 -0.63 0.39
C25 -4.69 3.01 -1.26
C26 -5.07 1.63 -0.81
H12 -7.77 4.48 -1.43
H13 -7.32 3.39 -0.12
H14 -7.43 2.78 -1.76
H15 -6.12 6.05 -1.77
H16 -3.74 6.69 -2.08
H17 -1.99 4.95 -1.97
H18 -1.49 2.70 -0.87
H19 -3.67 1.73 -3.57
H20 -3.55 -0.44 -4.70
H21 -2.04 -2.23 -3.86
H22 -0.69 -1.81 -1.83
H23 -5.50 1.03 -1.62
H24 -5.82 1.69 -0.02
H25 -4.22 1.08 -0.41
O4 2.05 -0.09 -0.23
C27 2.60 0.99 0.09
O5 2.24 1.52 1.20
C28 3.62 1.65 -0.75
C29 3.91 1.14 -2.00
C30 4.87 1.75 -2.79
C31 5.53 2.87 -2.32
C32 5.24 3.39 -1.06
C33 4.28 2.78 -0.27
H26 3.37 0.26 -2.35
H27 5.10 1.36 -3.77
H28 6.28 3.35 -2.93
H29 5.77 4.26 -0.70
H30 4.04 3.16 0.71
C34 -0.72 -5.96 -3.39
C35 0.34 -4.90 -3.35
C36 0.79 -4.34 -4.55
C37 1.75 -3.35 -4.56
C38 2.31 -2.92 -3.36
C39 1.87 -3.47 -2.16
N5 2.43 -2.98 -0.96
C40 3.03 -3.77 0.01
C41 3.62 -4.99 -0.30
C42 4.27 -5.72 0.69
C43 4.36 -5.25 1.99
C44 3.77 -4.04 2.31
C45 3.09 -3.32 1.34
C46 2.31 -2.11 1.70
O6 2.85 -1.00 1.99
O7 1.05 -2.14 1.68
C47 0.86 -4.44 -2.14
C48 0.33 -4.96 -0.83
H31 -0.93 -6.27 -4.41
H32 -1.66 -5.60 -2.95
H33 -0.43 -6.84 -2.81
H34 0.37 -4.70 -5.48
H35 2.09 -2.92 -5.49
H36 3.09 -2.18 -3.34
H37 2.35 -1.99 -0.79
H38 3.59 -5.35 -1.32
H39 4.72 -6.67 0.42
H40 4.88 -5.82 2.75
H41 3.80 -3.66 3.33
H42 0.87 -5.85 -0.49
H43 -0.72 -5.24 -0.92
H44 0.42 -4.21 -0.05

Below is a molecular structure, C48H46ClNP2PdSe in a non-equilibrium geometry, with properties calculated with the ωB97M-V functional and the def2-TZVPD basis.

## Properties
**LUMO**: 4.366 eV
**Net charge**: -2
**HOMO energy**: 0.11 eV
**Spin multiplicity**: 1
**E**: -5583.69629 Eh

Geometry (Å):
Pd1 -0.36 0.07 0.11
C1 -1.38 -3.33 0.03
N1 -0.14 -3.52 0.79
C2 1.02 -2.99 0.10
P1 1.65 -1.23 0.45
C3 2.69 -1.44 1.94
C4 2.06 -1.88 3.11
C5 2.75 -1.92 4.32
C6 4.06 -1.49 4.39
C7 4.67 -0.97 3.25
C8 3.98 -0.92 2.04
C9 2.85 -1.43 -0.95
C10 2.43 -0.90 -2.17
C11 3.19 -1.07 -3.32
C12 4.39 -1.75 -3.27
C13 4.82 -2.29 -2.06
C14 4.05 -2.15 -0.91
C15 -0.01 -4.52 1.73
C16 1.24 -4.86 2.28
C17 1.39 -5.91 3.16
C18 0.31 -6.68 3.57
C19 -0.95 -6.32 3.09
C20 -1.11 -5.27 2.21
P2 -1.92 -1.54 -0.06
C21 -2.80 -1.64 -1.68
C22 -4.17 -1.49 -1.87
C23 -4.72 -1.43 -3.15
C24 -3.90 -1.49 -4.26
C25 -2.53 -1.61 -4.10
C26 -1.99 -1.67 -2.82
C27 -3.33 -1.56 1.12
C28 -3.46 -0.47 1.98
C29 -4.48 -0.41 2.92
C30 -5.40 -1.45 3.01
C31 -5.30 -2.54 2.15
C32 -4.27 -2.59 1.21
H1 -2.19 -3.89 0.47
H2 -1.23 -3.70 -0.99
H3 0.78 -2.92 -0.96
H4 1.86 -3.69 0.19
H5 1.02 -2.17 3.06
H6 2.24 -2.28 5.21
H7 4.60 -1.53 5.32
H8 5.68 -0.58 3.31
H9 4.44 -0.47 1.18
H10 1.49 -0.35 -2.20
H11 2.84 -0.65 -4.26
H12 4.99 -1.88 -4.16
H13 5.76 -2.84 -2.02
H14 4.38 -2.60 0.01
H15 2.12 -4.27 2.04
H16 2.38 -6.14 3.54
H17 0.43 -7.51 4.24
H18 -1.83 -6.87 3.42
H19 -2.12 -5.02 1.90
H20 -4.82 -1.41 -1.01
H21 -5.79 -1.31 -3.27
H22 -4.33 -1.42 -5.26
H23 -1.88 -1.61 -4.96
H24 -0.91 -1.69 -2.70
H25 -2.73 0.33 1.92
H26 -4.54 0.43 3.59
H27 -6.20 -1.41 3.74
H28 -6.02 -3.35 2.20
H29 -4.22 -3.43 0.54
C33 0.56 -0.58 9.08
C34 0.45 -0.33 7.60
C35 -0.33 -1.13 6.77
C36 -0.49 -0.87 5.41
C37 -1.35 -1.82 4.61
C38 0.14 0.24 4.82
Se1 -0.15 0.73 2.98
C39 0.99 1.03 5.64
C40 1.75 2.21 5.10
C41 1.11 0.74 7.00
H30 0.09 -1.52 9.36
H31 0.08 0.22 9.65
H32 1.61 -0.61 9.40
H33 -0.84 -1.99 7.21
H34 -2.15 -2.24 5.23
H35 -0.76 -2.66 4.23
H36 -1.78 -1.31 3.75
H37 1.95 2.08 4.04
H38 2.69 2.34 5.64
H39 1.16 3.13 5.19
H40 1.75 1.38 7.61
Cl1 -2.76 1.88 -0.79
C42 -1.59 1.91 -2.09
C43 -2.05 1.82 -3.38
C44 -1.16 1.80 -4.47
C45 0.20 1.86 -4.18
C46 0.67 1.96 -2.89
C47 -0.19 1.96 -1.73
C48 0.30 2.12 -0.42
H41 -3.12 1.77 -3.55
H42 -1.53 1.73 -5.48
H43 0.92 1.86 -5.00
H44 1.74 2.03 -2.71
H45 -0.35 2.58 0.33
H46 1.34 2.39 -0.32

Below is a molecular structure, C48H46N6OP2RuS in a non-equilibrium geometry, with properties calculated with the ωB97M-V functional and the def2-TZVPD basis.

## Properties
**LUMO (spin up / spin down)**: -9.616 / -9.045 eV
**Net charge**: +3
**HOMO energy (spin up / spin down)**: -15.22 / -15.22 eV
**Spin multiplicity**: 2
**E**: -3435.29644 Eh

Geometry (Å):
Ru1 -0.23 1.00 0.58
C1 2.72 4.39 1.09
C2 1.80 3.39 1.36
N1 1.07 2.85 0.39
C3 1.26 3.31 -0.87
C4 2.26 4.25 -1.12
N2 2.96 4.78 -0.15
C5 0.37 2.75 -1.89
C6 0.05 3.42 -3.06
C7 -0.86 2.86 -3.96
C8 -1.36 1.59 -3.65
C9 -0.99 0.96 -2.47
N3 -0.17 1.55 -1.57
C10 -1.47 -0.36 -2.08
C11 -1.86 -1.36 -2.98
N4 -2.33 -2.51 -2.58
C12 -2.44 -2.73 -1.28
C13 -1.99 -1.80 -0.37
N5 -1.49 -0.63 -0.75
C14 -1.32 3.58 -5.15
C15 -1.35 4.98 -5.19
C16 -1.85 5.61 -6.32
N6 -2.28 4.92 -7.34
C17 -2.25 3.61 -7.37
C18 -1.76 2.89 -6.29
H1 3.29 4.88 1.87
H2 1.63 3.03 2.36
H3 2.51 4.58 -2.12
H4 0.50 4.38 -3.27
H5 -2.08 1.11 -4.30
H6 -1.78 -1.21 -4.05
H7 -2.90 -3.66 -0.97
H8 -2.05 -1.96 0.70
H9 -1.02 5.58 -4.35
H10 -1.91 6.69 -6.39
H11 -2.62 3.13 -8.26
H12 -1.72 1.81 -6.35
C19 -0.93 -0.96 3.23
C20 -1.91 0.17 3.48
P1 -2.39 0.98 1.88
C21 -1.86 2.73 1.92
C22 -1.49 3.49 3.03
C23 -1.15 4.82 2.87
C24 -1.16 5.41 1.61
C25 -1.55 4.67 0.50
C26 -1.91 3.34 0.65
C27 -4.20 1.11 2.01
C28 -4.95 -0.04 2.25
C29 -6.31 0.04 2.44
C30 -6.95 1.28 2.38
C31 -6.22 2.42 2.08
C32 -4.85 2.34 1.89
P2 0.80 -0.38 2.37
C33 2.40 0.18 1.40
C34 2.47 -0.06 0.02
C35 3.60 0.32 -0.69
C36 4.64 0.97 -0.04
C37 4.55 1.25 1.31
C38 3.42 0.87 2.03
C39 1.57 -0.21 4.01
C40 1.28 0.92 4.77
C41 1.82 1.07 6.04
C42 2.63 0.07 6.55
C43 2.91 -1.06 5.80
C44 2.40 -1.20 4.53
H13 -1.38 -1.71 2.57
H14 -0.64 -1.44 4.17
H15 -1.49 0.91 4.17
H16 -2.82 -0.23 3.94
H17 -1.51 3.06 4.02
H18 -0.90 5.42 3.73
H19 -0.90 6.45 1.50
H20 -1.59 5.14 -0.47
H21 -2.31 2.79 -0.20
H22 -4.45 -1.01 2.29
H23 -6.89 -0.85 2.65
H24 -8.01 1.35 2.55
H25 -6.71 3.38 2.01
H26 -4.28 3.23 1.68
H27 1.67 -0.61 -0.48
H28 3.68 0.10 -1.74
H29 5.53 1.25 -0.58
H30 5.35 1.77 1.82
H31 3.37 1.10 3.08
H32 0.65 1.70 4.34
H33 1.60 1.95 6.62
H34 3.04 0.18 7.54
H35 3.54 -1.84 6.21
H36 2.65 -2.07 3.94
C45 -0.18 -5.72 2.12
C46 0.79 -4.62 2.50
S1 0.58 -3.26 1.29
O1 1.24 -2.01 2.05
C47 1.91 -3.62 0.07
C48 3.31 -3.53 0.64
H37 0.01 -6.58 2.76
H38 -0.06 -6.04 1.09
H39 -1.21 -5.41 2.28
H40 1.83 -4.96 2.48
H41 0.56 -4.20 3.48
H42 1.75 -2.90 -0.73
H43 1.68 -4.62 -0.30
H44 3.49 -2.57 1.12
H45 4.02 -3.64 -0.18
H46 3.52 -4.33 1.35